# C22H29N3O3

C22H29N3O3 in the gas phase in a non-equilibrium geometry (ωB97M-V/def2-TZVPD, the OMol25 dataset).

```
57
Properties=species:S:1:pos:R:3:mulliken_charge:R:1
C -8.02 0.14 1.90 -0.813
O -6.89 0.61 0.99 -0.307
C -6.72 -0.06 -0.20 -0.921
C -5.70 0.38 -1.09 0.339
C -5.77 1.78 -1.20 -1.509
N -4.43 -0.21 -0.73 0.072
C -3.45 -0.10 -1.51 -0.970
C -2.33 -1.00 -0.90 -0.102
C -1.74 -0.31 0.15 -1.068
O -0.74 -1.19 0.71 -0.399
C 0.47 -1.18 0.52 1.131
C 1.08 -0.46 -0.55 -0.249
C 2.35 -0.40 -0.87 -0.677
C 3.36 -1.14 -0.40 0.079
C 4.63 -1.31 -0.51 0.868
O 5.32 -2.22 -0.77 -0.578
N 5.34 -0.21 -1.20 -0.164
C 6.71 -0.01 -1.55 -1.181
C 7.38 0.41 -0.28 0.693
C 7.61 -0.36 0.79 -0.463
C 8.37 0.42 1.85 -0.731
C 8.83 1.63 1.48 -0.141
C 8.64 2.36 0.32 -0.349
N 7.98 1.62 -0.53 -0.502
C 2.71 -2.06 0.76 -1.006
C 1.37 -2.06 0.91 -0.399
C -2.94 -0.25 1.16 -0.240
C -3.98 0.52 0.66 -0.498
H -8.00 0.73 2.80 0.256
H -9.00 0.25 1.50 0.338
H -7.90 -0.95 2.08 0.322
H -7.63 -0.08 -0.85 0.499
H -6.57 -1.27 0.18 0.284
H -5.86 -0.02 -2.10 0.376
H -6.82 2.24 -1.83 0.281
H -5.23 2.39 -1.79 0.566
H -5.87 2.46 -0.31 0.294
H -3.62 -0.49 -2.51 0.486
H -2.95 0.90 -1.71 0.307
H -2.63 -2.03 -0.88 0.298
H -1.54 -0.83 -1.88 0.200
H -1.41 0.64 0.17 0.764
H 0.26 0.47 -0.87 -0.034
H 2.81 0.22 -1.58 0.573
H 4.77 0.45 -1.14 0.039
H 6.79 0.47 -2.40 0.422
H 6.88 -1.07 -1.59 0.436
H 7.18 -1.29 0.94 0.668
H 8.54 0.09 2.81 0.448
H 9.45 2.18 2.19 0.238
H 9.01 3.25 0.41 0.492
H 3.41 -2.70 1.15 0.507
H 0.90 -2.62 1.91 0.096
H -3.21 -1.47 1.33 0.192
H -2.53 0.24 2.24 0.250
H -4.92 0.80 1.37 0.196
H -3.75 1.69 0.41 0.292
```

Kohn-Sham gap ... 8.61 eV
HOMO energy ... -8.15 eV
2S+1 ... 1
SMILES ... COC[C@@H](C)N1CCC(Oc2ccc(C(=O)NCc3ccccn3)cc2)CC1
DFT total energy ... -1245.0987 Ha